[1]
Here is 3 unconnected molecules or ions with the total composition C12H34FINO11P4 from the Open Molecules 2025 dataset. Energies are from ωB97M-V with the def2-TZVPD basis set.

Each line ends with the Löwdin charge.
Geometry (Å):
I -0.39143 -4.81428 -2.51369  0.831
P 5.89639 1.92249 1.89257  0.767
P -6.73720 -0.09743 3.20884  0.767
P 0.09443 0.36803 -2.76255  0.928
P -0.46855 0.38834 -0.64968  0.545
F 2.92584 -1.24627 -1.60657  -0.108
O 0.30202 1.67350 0.27247  -0.213
O -8.26611 0.66110 2.92654  -0.268
O -0.13388 -0.97292 0.12074  -0.393
O -5.20817 -0.85606 3.49109  -0.266
O -6.00261 1.30897 2.75565  -0.298
O 7.33015 2.78569 2.33107  -0.259
O -2.23257 0.54868 -0.61375  -0.234
O 4.95110 2.98340 2.73155  -0.302
O 4.46272 1.05938 1.45403  -0.280
O 6.06208 2.41702 0.44944  -0.288
O -6.93270 -0.99143 1.97710  -0.290
N 0.40546 -1.36197 -3.21081  -0.337
C 7.54270 3.70876 3.36565  -0.136
C -2.10570 -2.21564 -3.44053  -0.247
C 4.64082 0.03379 0.49136  -0.167
C -0.67066 -1.86509 -4.14675  -0.274
C -9.39209 -0.19830 2.98893  -0.150
C 3.19484 -3.44109 -2.92797  -0.081
C 4.81703 4.32499 2.29518  -0.126
C 1.74192 -1.42116 -3.94788  -0.167
C -2.07541 -3.43213 -2.34637  -0.623
C 3.02509 -1.77977 -2.99253  -0.224
C -3.94297 -0.28304 3.68732  -0.141
C -5.24513 1.36971 1.55948  -0.136
H -5.70081 2.08473 0.87113  0.094
H 1.26362 1.76176 -0.01741  0.089
H -0.36851 -2.78092 -4.80952  0.119
H -4.24822 1.74083 1.80973  0.078
H -5.14040 0.40125 1.06701  0.081
H -3.41929 -0.20731 2.72999  0.081
H 7.37470 4.72409 2.99505  0.091
H 8.60059 3.65766 3.65244  0.092
H 5.45823 4.56714 1.44568  0.089
H -3.07487 -4.06502 -2.48752  0.082
H -2.16510 -2.96075 -1.25695  0.081
H 4.02639 -1.39552 -3.51679  0.171
H 6.92655 3.50073 4.24928  0.100
H 5.44808 -0.64304 0.79952  0.091
H -9.38513 -0.76918 3.92637  0.087
H 3.70219 -0.53280 0.41625  0.070
H -10.29894 0.42116 2.94900  0.092
H 1.36545 1.05459 -2.88202  -0.013
H -2.85178 -2.56164 -4.30532  0.144
H -3.99467 0.69047 4.19063  0.099
H 5.08423 4.97933 3.12863  0.085
H 3.77482 4.52606 2.03812  0.091
H -3.35285 -0.97021 4.30662  0.090
H -9.40559 -0.86359 2.12414  0.080
H -2.60173 -1.28276 -2.93174  0.104
H 3.11009 -3.81858 -1.81072  0.105
H 4.84572 0.46901 -0.48806  0.072
H 2.36732 -3.98118 -3.58337  0.031
H 4.23300 -3.72893 -3.40250  0.098
H 1.73868 -2.22396 -4.82570  0.158
H 0.49400 -1.88193 -2.31071  0.100
H -2.49787 0.86990 -1.53052  0.063
H 1.99046 -0.38632 -4.47046  0.133
H -0.88575 -0.97237 -4.91026  0.144

The calculation puts the frontier orbital gap at 6.6 eV. The spin multiplicity is 1. The calculation puts the LUMO energy at -4.334 eV. The maximum force comes out at 0.1845 Eh/bohr. The HOMO energy is -0.4006 Eh. Its net charge is +1.

---

[2]
Here is a molecular structure, C12H34InN2Na4O8P from the Open Molecules 2025 dataset. Energies are from ωB97M-V with the def2-TZVPD basis set.

Each line ends with the Löwdin charge.
Geometry (Å):
In -1.17875 5.27993 -1.52251  1.115
P -1.10556 1.76660 -1.39523  0.105
Na -0.00489 2.12119 1.35262  0.438
Na -2.01474 2.03942 -4.21510  0.711
Na -3.79142 1.81221 -0.00711  0.668
Na 1.38758 2.01391 -3.28945  0.663
O -0.56738 0.96591 -2.61301  -0.403
O -1.87400 -2.57465 3.50838  0.083
O -1.63560 0.97003 -0.14849  -0.410
O 0.03250 2.77021 -0.85148  -0.550
O -2.35147 2.70470 -1.79857  -0.565
O 0.76407 -1.26220 -1.47242  -0.140
O 2.31262 3.06347 1.14713  -0.215
O -3.58106 -1.07803 -0.29414  -0.101
N 0.48465 -0.53299 1.58000  0.068
N 2.12890 1.16409 -0.96494  0.044
C -0.17873 -0.87895 2.76532  -0.355
C 3.50625 2.68355 0.61769  -0.167
C -3.39536 -1.65788 -1.59868  -0.259
C 0.74278 -2.47364 -2.29725  -0.257
C -2.75807 -3.66778 3.22756  0.058
C -0.80834 0.38259 3.42874  -0.004
C 4.52443 0.52575 -0.55186  -0.025
C 2.13074 -3.08735 -2.23807  -0.057
C 2.17698 4.36346 1.45418  -0.111
C -4.23764 -0.81192 -2.49529  -0.079
C 3.21598 1.25606 0.00675  -0.348
C -1.17978 -2.09075 2.33098  -0.019
H 2.03894 -4.05238 -1.73968  0.082
H 2.80013 -2.34110 -1.81013  0.066
H 0.08924 -0.65543 -1.78555  0.007
H 1.46538 4.42032 2.27788  0.098
H 3.91993 3.31633 -0.16752  0.145
H -0.01989 -3.19917 -2.01435  0.105
H 4.96221 0.77474 -1.51853  0.072
H 2.91205 0.62557 0.84234  0.114
H 4.23297 2.45100 1.39609  0.144
H -0.15792 1.21815 3.68739  0.094
H -0.20541 -0.24960 0.89911  0.038
H -3.58439 -3.41131 2.56460  0.140
H -0.70656 -2.94165 1.84095  0.160
H -4.45684 -1.18626 -3.49525  0.098
H -5.22920 -0.65513 -2.07064  0.090
H -1.54236 0.77127 2.72289  0.068
H 0.59518 -1.28011 3.41972  0.158
H -3.79765 -2.67015 -1.63827  0.132
H -2.38899 -1.47990 -1.97769  0.107
H -2.15529 -4.44024 2.75002  0.141
H 1.71138 4.95692 0.66733  0.084
H 1.30836 1.71113 -0.74689  -0.029
H 3.13397 4.78344 1.76383  0.120
H -1.26910 0.11745 4.38032  0.100
H 4.19101 -0.48022 -0.80672  0.054
H -2.94363 -0.36206 -0.24257  -0.013
H 0.52107 -2.25981 -3.34282  0.111
H 2.59162 -3.25253 -3.21193  0.083
H 0.90935 -1.36696 1.20023  0.101
H -3.19129 -3.84299 4.21231  0.130
H -3.81062 0.18910 -2.43432  0.048
H -1.88428 -1.64061 1.63159  0.146
H 1.81005 0.20660 -1.00576  0.035
H 5.40560 0.45855 0.08622  0.083

The calculation puts the frontier orbital gap (alpha / beta) at 7.3 / 3.3 eV. The spin multiplicity is 2. The calculation puts the LUMO energy (alpha / beta) at -8.801 / -12.765 eV. The maximum force comes out at 0.0813 Eh/bohr. The HOMO energy (alpha / beta) is -0.5905 / -0.5905 Eh. Its net charge is +3.

---

[3]
Here is 4 unconnected molecules or ions with the total composition C12H34N2O6 from the Open Molecules 2025 dataset. Energies are from ωB97M-V with the def2-TZVPD basis set.

Each line ends with the Löwdin charge.
Geometry (Å):
O -3.14086 -0.23529 5.66738  -0.200
O 2.53379 -2.21257 -4.80258  -0.053
O 1.70125 -1.46814 -2.10253  -0.042
O 0.01533 1.01597 1.71421  -0.182
O 3.44962 0.49191 -1.89749  -0.291
O -1.29251 0.08747 -2.17006  -0.246
N 0.89233 2.01457 -2.62815  -0.035
N -1.62914 -1.04336 2.97115  0.224
C 1.42649 1.45820 1.75651  -0.045
C -2.99094 -1.41029 3.39955  -0.072
C -0.17473 -0.27325 1.09595  -0.187
C 2.01241 1.62676 -3.54212  -0.141
C -2.00340 -1.17294 -2.15779  -0.069
C -3.10908 -1.51067 4.98947  -0.160
C -1.51972 -0.85707 1.51874  -0.112
C -0.36281 1.93827 -3.35028  -0.219
C 4.42864 0.48578 -0.85746  -0.057
C 3.35488 1.64870 -2.72622  -0.157
C -0.88469 0.51699 -3.48509  -0.189
C -3.52509 -0.21418 7.04217  -0.088
H -4.08394 -1.95235 5.19605  0.126
H 2.33286 -1.36424 -5.19782  0.014
H 1.86952 1.58274 0.76842  0.072
H 3.49528 2.49011 -2.04767  0.121
H -2.31164 -2.16074 5.34945  0.126
H -3.33473 -2.35844 2.98612  0.145
H -1.21373 -0.28434 3.49215  0.170
H 2.41221 -0.83245 -2.02091  -0.008
H -2.15094 -1.44058 -1.11151  0.055
H 4.05935 1.32581 -0.26917  0.076
H 0.70557 1.38282 -1.86257  0.079
H 0.91203 -0.97584 -1.87665  -0.001
H -1.40175 -1.96635 -2.60121  0.097
H 0.71297 -0.87781 1.28197  0.137
H 4.24709 1.47315 -3.32724  0.128
H 2.11481 0.84672 2.33995  0.090
H 1.88866 0.61721 -3.93404  0.089
H -0.24442 -0.20755 0.01016  0.097
H -1.79561 0.50778 -4.08362  0.130
H -2.37219 -0.28038 1.15981  0.160
H -2.89268 -0.83414 7.67762  0.089
H -4.55138 -0.54251 7.20660  0.091
H -0.41782 2.40286 -4.33477  0.125
H 2.07975 -2.19836 -3.96004  -0.017
H -1.54842 -1.80773 0.98627  0.141
H -3.41004 0.76805 7.50051  0.095
H 2.14716 2.38132 -4.31710  0.127
H 1.43875 2.42782 2.25429  0.094
H 5.40341 0.74494 -1.27069  0.093
H -1.10570 2.52625 -2.81131  0.120
H 4.53834 -0.44327 -0.29806  0.100
H -2.97978 -1.09725 -2.63639  0.095
H -0.07840 -0.14986 -3.79055  0.107
H -3.64641 -0.59008 3.10676  0.156

The calculation puts the frontier orbital gap (alpha / beta) at 9.0 / 3.7 eV. The spin multiplicity is 2. The calculation puts the LUMO energy (alpha / beta) at -2.485 / -7.767 eV. The maximum force comes out at 0.0709 Eh/bohr. The HOMO energy (alpha / beta) is -0.4228 / -0.4228 Eh. Its net charge is +1.

---

[4]
Here is a molecular structure, C12H34N3O6V2 from the Open Molecules 2025 dataset. Energies are from ωB97M-V with the def2-TZVPD basis set.

Each line ends with the Löwdin charge.
Geometry (Å):
V 0.50398 2.99618 -0.88040  1.302
V -0.20263 -1.02278 -0.39969  1.074
O -2.24827 -2.41784 -2.53608  -0.245
O 0.33633 -1.27232 -1.86704  -0.185
O 0.80526 5.25176 1.73450  -0.223
O -0.48249 3.53691 0.21081  -0.141
O 0.42167 0.99216 -0.39648  -0.393
O -0.57269 -3.21971 -0.10708  -0.271
N 2.38670 3.45214 0.15637  0.017
N 1.67456 -1.59356 0.52947  0.006
N -2.30729 -0.15757 -0.93150  0.030
C 2.41631 3.52023 1.66247  -0.370
C -4.75587 -0.13761 -1.00686  -0.030
C 0.43311 6.56569 2.18905  -0.039
C 3.78466 3.02121 2.14555  -0.019
C 0.56255 -3.85331 0.49699  -0.149
C -1.73814 -4.07122 -0.01943  -0.004
C 2.08417 4.89829 2.17936  -0.217
C -3.46070 -1.72169 -2.50044  -0.191
C -2.15840 -3.41646 -3.54261  -0.057
C 1.80812 -3.05664 0.16610  -0.373
C 3.04521 -3.71825 0.80458  -0.014
C -3.50005 -1.01556 -1.14701  -0.378
H -4.86557 0.23515 0.01355  0.091
H -2.24286 0.47278 -1.73053  0.116
H -3.59462 -1.02999 -3.33774  0.148
H 1.62264 2.84878 2.00304  0.142
H -1.66383 -4.89153 -0.73415  0.121
H 2.05630 -3.07493 -0.89462  0.147
H 2.90843 -4.28425 1.72729  0.101
H 1.33381 0.73431 -0.20296  -0.004
H -3.60391 -1.76282 -0.36158  0.131
H 2.77511 4.32526 -0.22895  0.142
H 2.19932 4.92367 3.26912  0.153
H 3.91289 3.21355 3.20720  0.107
H -0.59545 6.73621 1.88116  0.100
H -1.82867 -4.42624 1.00561  0.116
H -4.70387 0.77332 -1.61395  0.093
H 1.64746 -1.55256 1.55742  0.137
H 4.61721 3.53814 1.65540  0.105
H 2.63299 -1.29163 0.33660  0.122
H 0.71385 -4.80494 -0.01904  0.163
H -2.61827 -3.51780 -0.32295  0.075
H -4.33150 -2.38528 -2.50731  0.148
H 2.85441 5.60453 1.81747  0.153
H -2.95615 -4.15486 -3.43892  0.105
H 3.81914 -2.98286 1.04932  0.093
H -5.66057 -0.66404 -1.30554  0.103
H 0.52066 -4.03241 1.57399  0.154
H 3.47581 -4.38631 0.06033  0.105
H 3.10488 2.77951 -0.13192  0.113
H 0.47667 6.63265 3.27673  0.105
H -2.46556 0.47441 -0.14352  0.106
H -1.19078 -3.90351 -3.41937  0.096
H 1.07279 7.31794 1.72481  0.102
H -2.16826 -3.00178 -4.55281  0.104
H 3.90943 1.97745 1.84618  0.081

The calculation puts the frontier orbital gap (alpha / beta) at 5.7 / 6.2 eV. The spin multiplicity is 3. The calculation puts the LUMO energy (alpha / beta) at -11.897 / -11.398 eV. The maximum force comes out at 0.1037 Eh/bohr. The HOMO energy (alpha / beta) is -0.6458 / -0.6458 Eh. Its net charge is +3.

---

Copy entry 4 word for word.
Here is a molecular structure, C12H34N3O6V2 from the Open Molecules 2025 dataset. Energies are from ωB97M-V with the def2-TZVPD basis set.

Each line ends with the Löwdin charge.
Geometry (Å):
V 0.50398 2.99618 -0.88040  1.302
V -0.20263 -1.02278 -0.39969  1.074
O -2.24827 -2.41784 -2.53608  -0.245
O 0.33633 -1.27232 -1.86704  -0.185
O 0.80526 5.25176 1.73450  -0.223
O -0.48249 3.53691 0.21081  -0.141
O 0.42167 0.99216 -0.39648  -0.393
O -0.57269 -3.21971 -0.10708  -0.271
N 2.38670 3.45214 0.15637  0.017
N 1.67456 -1.59356 0.52947  0.006
N -2.30729 -0.15757 -0.93150  0.030
C 2.41631 3.52023 1.66247  -0.370
C -4.75587 -0.13761 -1.00686  -0.030
C 0.43311 6.56569 2.18905  -0.039
C 3.78466 3.02121 2.14555  -0.019
C 0.56255 -3.85331 0.49699  -0.149
C -1.73814 -4.07122 -0.01943  -0.004
C 2.08417 4.89829 2.17936  -0.217
C -3.46070 -1.72169 -2.50044  -0.191
C -2.15840 -3.41646 -3.54261  -0.057
C 1.80812 -3.05664 0.16610  -0.373
C 3.04521 -3.71825 0.80458  -0.014
C -3.50005 -1.01556 -1.14701  -0.378
H -4.86557 0.23515 0.01355  0.091
H -2.24286 0.47278 -1.73053  0.116
H -3.59462 -1.02999 -3.33774  0.148
H 1.62264 2.84878 2.00304  0.142
H -1.66383 -4.89153 -0.73415  0.121
H 2.05630 -3.07493 -0.89462  0.147
H 2.90843 -4.28425 1.72729  0.101
H 1.33381 0.73431 -0.20296  -0.004
H -3.60391 -1.76282 -0.36158  0.131
H 2.77511 4.32526 -0.22895  0.142
H 2.19932 4.92367 3.26912  0.153
H 3.91289 3.21355 3.20720  0.107
H -0.59545 6.73621 1.88116  0.100
H -1.82867 -4.42624 1.00561  0.116
H -4.70387 0.77332 -1.61395  0.093
H 1.64746 -1.55256 1.55742  0.137
H 4.61721 3.53814 1.65540  0.105
H 2.63299 -1.29163 0.33660  0.122
H 0.71385 -4.80494 -0.01904  0.163
H -2.61827 -3.51780 -0.32295  0.075
H -4.33150 -2.38528 -2.50731  0.148
H 2.85441 5.60453 1.81747  0.153
H -2.95615 -4.15486 -3.43892  0.105
H 3.81914 -2.98286 1.04932  0.093
H -5.66057 -0.66404 -1.30554  0.103
H 0.52066 -4.03241 1.57399  0.154
H 3.47581 -4.38631 0.06033  0.105
H 3.10488 2.77951 -0.13192  0.113
H 0.47667 6.63265 3.27673  0.105
H -2.46556 0.47441 -0.14352  0.106
H -1.19078 -3.90351 -3.41937  0.096
H 1.07279 7.31794 1.72481  0.102
H -2.16826 -3.00178 -4.55281  0.104
H 3.90943 1.97745 1.84618  0.081

The calculation puts the frontier orbital gap (alpha / beta) at 5.7 / 6.2 eV. The spin multiplicity is 3. The calculation puts the LUMO energy (alpha / beta) at -11.897 / -11.398 eV. The maximum force comes out at 0.1037 Eh/bohr. The HOMO energy (alpha / beta) is -0.6458 / -0.6458 Eh. Its net charge is +3.